Record 1
Formula: C14H21N9PPd
Source: the OMol25 dataset
Level of theory: wB97M-V/def2-TZVPD

XYZ file:
```
46
C14H21N9PPd wB97M-V/def2-TZVPD
Pd 0.59 0.20 0.20
N 1.24 3.63 0.00
C 0.96 3.20 1.29
N 1.04 3.99 2.35
N 0.72 3.16 3.38
N 0.48 1.97 2.95
N 0.61 1.96 1.58
C 1.35 2.85 -1.14
N 1.62 3.39 -2.31
N 1.63 2.33 -3.17
N 1.38 1.24 -2.55
N 1.19 1.53 -1.22
H 1.46 4.60 -0.12
C -2.74 -1.27 1.73
P -1.35 -1.10 0.56
C -1.32 -2.78 -0.17
C -2.17 -0.13 -0.76
C -2.96 0.97 -0.43
C -3.53 1.75 -1.42
C -3.31 1.45 -2.76
C -2.51 0.37 -3.09
C -1.94 -0.41 -2.10
H -2.96 -0.33 2.22
H -2.48 -1.99 2.51
H -3.61 -1.61 1.17
H -2.29 -3.06 -0.59
H -1.06 -3.49 0.62
H -0.55 -2.83 -0.93
H -3.11 1.24 0.61
H -4.13 2.61 -1.15
H -3.75 2.07 -3.53
H -2.30 0.15 -4.13
H -1.27 -1.21 -2.38
C 3.79 -2.49 0.68
C 2.75 -1.41 0.99
C 1.98 -1.81 2.25
C 1.89 -1.22 -0.25
H 4.48 -2.63 1.52
H 4.38 -2.23 -0.20
H 3.31 -3.45 0.48
H 3.27 -0.48 1.20
H 1.45 -2.76 2.09
H 1.25 -1.06 2.55
H 2.66 -1.94 3.09
H 1.40 -2.15 -0.55
H 2.44 -0.82 -1.09
```

HOMO	-0.1713	Eh
energy relative to the best compared isomer or geometry (same formula, charge and spin)	13.9	kcal per mole
total charge	-1
F_max	1.993	eV/A
Kohn-Sham gap	7.28	eV



Record 2
Formula: C14H21NO2S
Source: the OMol25 dataset
Level of theory: wB97M-V/def2-TZVPD

XYZ file:
```
39
C14H21NO2S wB97M-V/def2-TZVPD
C -2.38 1.70 0.58
N -1.07 1.14 0.38
S -0.99 -0.34 -0.37
O 0.18 -0.45 -1.19
O -2.26 -0.63 -0.97
C -0.79 -1.47 1.06
C -0.77 -2.85 0.51
C 0.42 -3.42 0.08
C 0.43 -4.67 -0.50
C -0.75 -5.37 -0.67
C -1.95 -4.80 -0.26
C -1.96 -3.55 0.32
H -2.89 -3.10 0.63
H -2.88 -5.34 -0.41
H -0.75 -6.35 -1.13
H 1.37 -5.11 -0.82
H 1.34 -2.87 0.21
H -1.64 -1.28 1.71
H 0.14 -1.19 1.54
C 0.04 2.08 0.31
C 1.32 1.45 0.86
C 2.45 2.48 0.85
C 2.69 3.01 -0.56
C 1.41 3.63 -1.11
C 0.28 2.61 -1.11
H -0.64 3.06 -1.49
H 0.54 1.76 -1.75
H 1.58 3.99 -2.13
H 1.13 4.49 -0.50
H 3.49 3.75 -0.55
H 2.99 2.18 -1.20
H 2.19 3.31 1.51
H 3.37 2.02 1.24
H 1.60 0.61 0.23
H 1.15 1.09 1.87
H -0.23 2.92 0.96
H -2.56 2.56 -0.08
H -3.11 0.93 0.35
H -2.50 2.03 1.62
```

SMILES string	CN(C1CCCCC1)S(=O)(=O)Cc1ccccc1
HOMO	-0.3312	Eh
energy relative to the best compared isomer or geometry (same formula, charge and spin)	15.1	kcal per mole
total charge	0
F_max	1.103	eV/A
Kohn-Sham gap	9.73	eV



Record 3
Formula: C14H21O8
Source: the OMol25 dataset
Level of theory: wB97M-V/def2-TZVPD

XYZ file:
```
43
C14H21O8 wB97M-V/def2-TZVPD
C 1.33 -0.40 -0.12
C 2.79 -0.21 0.09
O 3.34 -0.87 1.00
O 3.52 0.47 -0.68
H 1.13 0.51 -0.69
H 0.74 -0.56 0.78
H 1.03 -1.27 -0.71
O -0.16 -5.17 -3.08
C -0.22 -4.79 -1.85
O 0.62 -3.90 -1.38
C 0.35 -3.65 -0.01
C -0.89 -4.49 0.42
C -0.91 -5.54 -0.70
H 0.01 -2.63 0.19
H 1.21 -3.89 0.61
H -1.81 -3.91 0.49
H -0.74 -4.94 1.40
H -1.89 -5.98 -0.86
H -0.30 -6.43 -0.49
O 2.14 3.20 -4.45
C 2.30 3.49 -3.19
O 1.25 3.87 -2.42
C 1.50 4.13 -0.97
C 3.03 4.03 -0.94
C 3.52 3.42 -2.30
H 1.10 3.32 -0.37
H 1.30 5.09 -0.49
H 3.40 3.25 -0.27
H 3.63 4.91 -0.72
H 3.79 2.36 -2.33
H 4.45 3.92 -2.58
O -1.60 0.11 0.44
C -2.47 0.63 1.22
O -3.35 1.48 0.76
C -4.07 2.11 1.81
C -4.05 0.93 2.87
C -2.63 0.29 2.71
H -5.10 2.39 1.59
H -3.64 3.00 2.28
H -4.89 0.23 2.88
H -4.31 1.37 3.83
H -2.58 -0.76 2.99
H -1.87 0.87 3.22
```

HOMO (alpha / beta)	-0.3568 / -0.3567	Eh
2S+1	2
total charge	0
F_max	7.147	eV/A
Kohn-Sham gap (alpha / beta)	9.88 / 6.51	eV



Question: Among the records above, which one has the highest F_max?
Answer: C14H21O8



Please write out number 3 again, unchanged.
Formula: C14H21O8
Source: the OMol25 dataset
Level of theory: wB97M-V/def2-TZVPD

XYZ file:
```
43
C14H21O8 wB97M-V/def2-TZVPD
C 1.33 -0.40 -0.12
C 2.79 -0.21 0.09
O 3.34 -0.87 1.00
O 3.52 0.47 -0.68
H 1.13 0.51 -0.69
H 0.74 -0.56 0.78
H 1.03 -1.27 -0.71
O -0.16 -5.17 -3.08
C -0.22 -4.79 -1.85
O 0.62 -3.90 -1.38
C 0.35 -3.65 -0.01
C -0.89 -4.49 0.42
C -0.91 -5.54 -0.70
H 0.01 -2.63 0.19
H 1.21 -3.89 0.61
H -1.81 -3.91 0.49
H -0.74 -4.94 1.40
H -1.89 -5.98 -0.86
H -0.30 -6.43 -0.49
O 2.14 3.20 -4.45
C 2.30 3.49 -3.19
O 1.25 3.87 -2.42
C 1.50 4.13 -0.97
C 3.03 4.03 -0.94
C 3.52 3.42 -2.30
H 1.10 3.32 -0.37
H 1.30 5.09 -0.49
H 3.40 3.25 -0.27
H 3.63 4.91 -0.72
H 3.79 2.36 -2.33
H 4.45 3.92 -2.58
O -1.60 0.11 0.44
C -2.47 0.63 1.22
O -3.35 1.48 0.76
C -4.07 2.11 1.81
C -4.05 0.93 2.87
C -2.63 0.29 2.71
H -5.10 2.39 1.59
H -3.64 3.00 2.28
H -4.89 0.23 2.88
H -4.31 1.37 3.83
H -2.58 -0.76 2.99
H -1.87 0.87 3.22
```

HOMO (alpha / beta)	-0.3568 / -0.3567	Eh
2S+1	2
total charge	0
F_max	7.147	eV/A
Kohn-Sham gap (alpha / beta)	9.88 / 6.51	eV



Question: What is the total charge in the first record?
Answer: -1